29
Properties=species:S:1:pos:R:3:forces:R:3 method="wB97M-V/def2-TZVPD" max_force_ev_per_a=3.4 energy_ev=-24990.536 de_lowest_kcal_mol=35.7 smiles="CCCCN[C@@H]1CCS(=O)(=O)C1" orbital_gap_ev=9.946 total_charge=0 e_homo_ev=-9.2
C -3.3269 -1.8252 -0.2800 -2.5 0.6 1.1
C -3.3728 -0.4253 0.3672 -0.5 0.6 -0.2
C -2.0346 0.2547 0.6647 0.6 -2.8 -1.9
C -1.3218 0.6050 -0.6666 -0.5 -0.7 -0.1
N -0.0552 1.2769 -0.5945 0.5 3.1 1.3
C 1.0333 0.5986 0.0076 1.6 -0.4 0.6
C 2.2942 1.5619 0.1211 -0.2 -0.7 0.7
C 3.3768 0.7177 0.8484 1.3 1.1 -0.2
S 3.3001 -0.8315 -0.0315 0.3 -0.7 -2.2
O 3.3054 -1.9091 0.9459 0.1 0.5 -0.8
O 4.2769 -0.7856 -1.1594 -1.8 -0.2 2.2
C 1.5065 -0.6078 -0.7990 2.6 0.7 0.3
H -2.6978 -2.5030 0.3337 -0.2 0.2 -0.8
H -3.0864 -1.6765 -1.3249 0.4 -0.7 -0.2
H -4.4509 -2.1684 -0.2062 2.3 0.2 -0.4
H -3.8586 -0.5205 1.3327 -0.4 0.0 0.1
H -4.0077 0.2730 -0.2626 0.6 -0.8 0.6
H -1.4559 -0.5051 1.2681 -0.2 1.1 -0.4
H -2.2531 1.1113 1.2053 0.0 1.7 1.3
H -1.1990 -0.3350 -1.2772 0.0 0.8 0.6
H -1.9491 1.2602 -1.2855 -0.2 -0.2 0.3
H -0.0885 2.2500 -0.0863 -0.5 -2.4 -1.4
H 0.8985 0.1791 1.0243 -0.5 0.4 0.1
H 2.1098 2.5231 0.6560 -0.1 -0.8 -0.4
H 2.6483 1.7629 -0.8943 -0.1 0.2 0.1
H 3.2845 0.5372 1.9286 -0.7 0.0 -0.4
H 4.4420 1.1176 0.7582 -1.4 -0.5 -0.4
H 1.0229 -1.5586 -0.7423 -0.5 -0.5 0.6
H 1.6591 -0.3777 -1.8515 0.2 0.2 0.0

17
Properties=species:S:1:pos:R:3:forces:R:3 method="wB97M-V/def2-TZVPD" max_force_ev_per_a=2.3 energy_ev=-8429.471 de_lowest_kcal_mol=40.8 smiles="C[C@H]1C[C@H]1CC=O" orbital_gap_ev=10.795 total_charge=0 e_homo_ev=-9.8
C 0.7598 -1.9387 0.0866 0.0 0.1 -0.1
C -0.2924 -1.1436 0.8352 -0.1 0.1 -0.3
C 0.1410 0.0452 1.6296 -0.1 0.3 -0.3
C -0.7253 0.2457 0.3463 -0.4 0.2 -0.6
C -0.1904 0.8593 -1.0890 -0.7 -0.7 1.6
C -0.5043 2.2799 -1.5812 -0.2 -0.1 0.7
O -0.9727 3.1675 -0.9127 0.1 -0.4 -0.2
H 1.2586 -2.6737 0.7330 -0.2 0.2 -0.1
H 1.5385 -1.2803 -0.3128 -0.1 -0.1 0.0
H 0.3108 -2.4804 -0.7513 0.1 0.0 0.0
H -1.0634 -1.7719 1.2880 0.1 0.3 -0.2
H -0.3198 0.1929 2.6133 -0.1 0.2 -0.6
H 1.2127 0.2607 1.6660 -0.3 0.1 -0.4
H -1.7343 0.5473 0.5956 -0.1 -0.2 -0.1
H -0.2493 0.2120 -1.9937 0.1 0.0 1.0
H 0.7594 0.8398 -0.6080 1.9 0.6 -1.2
H -0.2526 2.4956 -2.6624 0.0 -0.4 0.6

105
Properties=species:S:1:pos:R:3:forces:R:3 method="wB97M-V/def2-TZVPD" max_force_ev_per_a=7.1 energy_ev=-82489.908 de_lowest_kcal_mol=19.9 orbital_gap_ev="6.850 / 2.639" s2=0.754 multiplicity=2 total_charge=0 e_homo_ev="-7.7 / -7.7"
N 22.8189 -26.8087 -23.7819 0.7 0.0 0.1
H 23.4960 -27.2250 -23.1587 0.0 0.8 0.6
H 22.6966 -25.8061 -23.7906 0.9 1.6 0.7
H 21.9046 -27.0952 -23.4624 -1.2 -1.3 -0.8
H 23.1457 -27.0107 -24.7160 -1.0 -0.4 -1.1
Cl 22.3000 -24.9660 -27.5748 -0.8 4.9 1.7
O 21.0174 -24.5097 -27.1261 -0.7 -0.9 0.9
O 23.1291 -23.7883 -27.5947 0.8 -0.7 -0.3
O 22.8774 -25.9370 -26.7038 1.0 -2.0 2.4
O 22.1524 -25.5414 -28.8115 0.0 -2.0 -4.2
Cl 22.5852 -22.6270 -23.1437 -2.4 5.1 -4.3
O 23.0064 -23.9537 -22.9941 2.5 -4.1 1.3
O 21.1814 -22.6938 -23.3989 -1.9 -0.2 2.2
O 22.9822 -21.7659 -22.0499 -0.1 -1.2 0.1
O 23.0229 -22.0556 -24.4067 2.2 -0.4 0.9
C 24.1425 -27.7006 -15.1118 -0.4 0.7 0.0
C 24.5055 -26.8906 -16.4045 -1.5 -1.1 1.5
C 25.0965 -28.0191 -17.2527 -0.2 0.7 -2.4
C 25.1946 -27.5482 -18.7282 -0.6 -0.3 -0.3
C 23.7574 -27.1715 -19.2742 1.3 -0.7 1.6
C 23.1274 -26.0884 -18.3673 -1.0 0.0 -1.9
N 23.1799 -26.5000 -16.9875 1.1 -1.0 0.0
O 22.5313 -25.5173 -16.1914 0.4 -0.2 -0.1
C 23.8220 -24.7726 -18.6825 0.6 1.2 -0.6
C 21.6204 -25.9952 -18.8541 -0.6 0.7 -0.7
C 25.5409 -25.8072 -16.0106 -0.2 -0.9 -1.3
H 23.3227 -28.3962 -15.2914 0.1 -0.1 -0.4
H 23.7501 -27.0600 -14.3220 0.4 0.1 0.2
H 25.0139 -28.2781 -14.8034 0.0 0.2 0.3
H 26.0806 -28.3490 -16.9198 0.0 0.3 0.3
H 24.4772 -28.9160 -17.2648 -0.3 0.1 0.4
H 25.5919 -28.3559 -19.3430 0.1 -0.2 -0.1
H 25.9468 -26.7595 -18.7466 -0.2 0.4 -0.3
H 23.1844 -28.0965 -19.2090 -0.2 -0.1 0.3
H 23.6895 -26.9280 -20.3345 0.3 0.6 0.1
H 23.6140 -24.3965 -19.6841 -0.9 0.0 -0.1
H 23.6156 -23.9691 -17.9755 -0.3 -0.1 0.0
H 24.9044 -24.7686 -18.8112 0.3 -0.7 0.7
H 21.3439 -26.6586 -19.6736 0.8 -0.4 -0.3
H 20.7146 -26.1591 -18.2703 0.6 -0.1 1.3
H 21.3985 -25.0137 -19.2730 0.3 0.2 0.0
H 26.4077 -26.4612 -15.9154 0.4 0.5 1.2
H 25.2049 -25.2274 -15.1509 0.4 -0.2 0.0
H 25.8769 -25.1547 -16.8164 -0.6 0.2 -0.1
H 21.6568 -25.9133 -16.1874 -0.3 0.3 0.4
C 28.1923 -26.5919 -23.5604 -0.1 0.9 -0.2
C 26.7290 -26.6308 -24.2123 1.6 -0.1 -1.4
C 26.9924 -27.2244 -25.6751 0.0 0.3 -0.9
C 26.9201 -28.7014 -25.8639 0.3 -1.3 2.5
C 25.8249 -29.2866 -24.9862 0.9 -0.9 -1.5
C 25.9219 -29.0145 -23.4646 -0.2 -2.2 -0.2
N 25.8555 -27.5343 -23.3935 1.3 -0.1 -0.1
O 25.5070 -26.9778 -22.2318 0.0 -1.2 -0.1
C 24.6825 -29.7343 -22.8184 -0.5 2.5 -1.0
C 27.1924 -29.6592 -22.7515 0.5 1.1 -0.9
C 26.1899 -25.1413 -24.3237 0.5 -0.8 0.2
H 28.8530 -26.0129 -24.2055 -0.7 0.6 -0.4
H 28.1750 -25.9880 -22.6531 0.1 -0.4 0.5
H 28.8574 -27.4541 -23.5114 -1.0 -0.6 0.5
H 26.3638 -26.7768 -26.4449 -0.2 0.5 0.4
H 28.0285 -27.1410 -26.0034 0.0 1.6 0.4
H 26.9491 -29.1020 -26.8772 -0.6 0.6 -0.1
H 27.8103 -29.1575 -25.4308 0.6 0.1 -0.1
H 25.9825 -30.3429 -25.2038 -0.8 -0.4 0.7
H 24.9035 -28.9568 -25.4661 -0.6 -0.1 0.7
H 24.3358 -29.1918 -21.9388 0.2 -0.3 0.3
H 24.7083 -30.8103 -22.6459 0.5 0.3 -0.2
H 23.9813 -29.4762 -23.6119 -0.9 -0.8 0.4
H 28.1105 -29.4162 -23.2865 0.0 0.2 0.0
H 27.1769 -30.7487 -22.7809 -0.7 0.1 0.0
H 27.3292 -29.3206 -21.7245 -0.3 0.0 0.0
H 25.2825 -25.0777 -24.9244 0.3 0.1 -0.4
H 25.9934 -24.5079 -23.4587 -0.2 -0.8 0.8
H 27.0658 -24.6198 -24.7098 -0.4 0.0 -0.9
H 26.3340 -26.5361 -22.0255 0.2 1.4 0.9
C 19.5658 -25.7525 -23.5174 1.5 0.2 0.8
C 19.0110 -27.1166 -23.7667 -0.8 -0.5 0.4
C 18.5166 -27.0189 -25.2450 -0.5 -2.7 0.4
C 18.0384 -28.3897 -25.8235 0.6 0.1 0.5
C 19.2552 -29.3515 -25.6181 0.0 1.3 -0.8
C 19.8671 -29.4213 -24.1944 1.4 0.9 -1.0
N 20.1126 -28.1150 -23.5553 -0.3 1.1 -3.9
O 20.5881 -28.1731 -22.2306 -0.9 0.0 -0.3
C 18.9706 -30.3202 -23.4895 -0.5 -2.0 1.9
C 21.2903 -30.0086 -24.2970 0.4 -0.6 -0.5
C 17.8074 -27.4565 -22.7654 0.8 0.5 -1.1
H 18.9364 -24.9624 -23.9270 0.1 0.1 0.7
H 20.5468 -25.6409 -23.9791 -0.3 0.1 -0.9
H 19.8990 -25.6746 -22.4825 -0.8 0.7 0.4
H 17.6749 -26.3267 -25.2682 0.4 0.4 -0.1
H 19.3517 -26.7689 -25.8994 -0.1 0.8 0.2
H 17.7616 -28.2163 -26.8634 0.8 -0.2 -0.4
H 17.0680 -28.7664 -25.5001 0.1 -0.1 1.0
H 20.0024 -28.9642 -26.3107 0.3 -0.1 -0.1
H 19.0680 -30.3908 -25.8885 -0.1 0.1 -0.2
H 19.3060 -30.3950 -22.4551 -0.3 -0.2 0.3
H 17.8988 -30.1258 -23.5282 0.2 0.4 -0.1
H 19.1107 -31.3020 -23.9418 -0.1 -0.2 0.2
H 21.9933 -29.3782 -24.8415 -0.4 0.6 -0.2
H 21.8002 -30.1762 -23.3483 -0.5 -0.2 0.3
H 21.3243 -30.9263 -24.8841 -0.3 -0.3 0.2
H 18.1015 -28.1399 -21.9688 0.0 0.1 0.3
H 17.0195 -27.9904 -23.2967 -0.1 0.3 0.0
H 17.4682 -26.5148 -22.3337 -0.3 -0.2 0.0
H 19.7348 -27.9432 -21.8555 0.0 0.0 1.8